This record from the Open Molecules 2025 dataset describes C31H46BIrN12S2 as an isolated structure. The level of theory is wB97M-V/def2-TZVPD.

Strongest force on any atom: 0.00864 hartree/bohr
LUMO (alpha / beta): -0.4325 / -0.4998 hartree
⟨S²⟩: 6.018
Total charge: +4
E: -2790.18834 Eh
Spin multiplicity: 5

```
93
Properties=species:S:1:pos:R:3:forces:R:3:mulliken_spin:R:1
Ir 0.047 0.635 -0.349 -0.26 -0.22 0.17 1.524
S 2.773 -3.213 -5.959 -0.15 -0.03 0.14 1.063
S -1.660 -0.366 0.807 -0.20 -0.18 -0.03 0.257
N 0.802 2.880 -2.151 -0.32 0.10 0.06 -0.076
N 1.787 -5.079 -4.403 -0.02 -0.10 0.13 0.016
N -2.385 -2.941 0.858 -0.08 -0.05 0.07 0.007
N -0.400 -2.431 1.930 -0.02 -0.08 -0.13 0.012
N -0.087 1.834 -2.050 0.30 0.19 -0.16 0.177
N 2.084 0.975 0.099 0.26 0.28 -0.22 0.161
N -0.330 2.407 0.670 0.13 0.04 0.01 -0.024
N 2.545 2.135 -0.456 -0.02 0.00 0.42 -0.057
N 0.630 -0.958 -1.658 -0.01 0.02 0.19 -0.046
N 0.498 3.433 0.276 -0.12 -0.22 0.01 -0.004
N 2.366 4.581 -0.908 0.09 -0.09 0.10 0.271
N 2.512 5.292 -1.962 0.04 0.16 -0.01 0.319
C -0.787 1.763 -3.188 -0.01 -0.12 0.02 -0.016
C -1.216 2.926 1.544 -0.03 -0.10 -0.06 -0.018
C -4.810 -4.056 2.623 0.02 0.03 0.04 0.000
C 3.091 5.137 0.194 -0.13 -0.08 -0.23 0.094
C -3.599 -2.647 0.056 0.20 -0.13 -0.01 0.010
C 3.691 6.264 -0.244 0.10 0.12 0.11 0.026
C 4.309 0.937 0.153 0.01 -0.07 -0.01 0.004
C 3.892 2.116 -0.420 -0.02 0.07 -0.12 0.008
C 0.465 -3.112 -2.688 -0.18 0.08 0.10 0.013
C -0.182 -3.771 2.517 0.06 0.14 -0.09 0.001
C -2.328 2.219 2.240 -0.01 0.06 0.03 0.007
C 3.650 7.403 -2.602 0.01 -0.02 0.08 0.001
C -1.856 0.743 -3.384 0.02 0.02 -0.03 0.025
C 2.123 -1.571 -3.428 0.11 0.14 0.10 0.003
C -4.785 -2.163 0.883 -0.05 0.09 0.04 0.007
C -0.955 4.288 1.701 -0.02 0.06 0.02 -0.003
C -0.356 2.775 -4.045 -0.05 -0.04 -0.01 -0.002
C 1.994 -3.805 -4.569 0.07 0.16 -0.15 -0.069
C 1.525 -2.819 -3.537 0.06 -0.23 -0.19 -0.080
C -0.397 -3.277 5.031 0.06 0.01 -0.04 0.000
C -0.422 -1.751 4.954 -0.05 0.01 -0.01 0.001
C 3.335 6.387 -1.605 -0.16 -0.23 -0.11 0.251
C 0.627 3.450 -3.361 0.09 0.00 0.05 0.014
C 2.983 -1.098 1.099 -0.02 0.01 0.00 0.001
C 1.651 -0.675 -2.485 -0.04 -0.02 0.06 0.027
C -5.584 -3.269 1.571 0.05 -0.06 -0.04 0.000
C -1.449 -2.082 1.201 0.14 0.15 0.00 0.038
C 0.105 4.567 0.887 0.02 0.02 -0.05 0.004
C 3.139 0.236 0.457 -0.01 -0.08 0.00 -0.010
C 0.052 -2.162 -1.768 0.00 0.02 -0.14 0.036
C -0.960 -4.003 3.810 -0.05 -0.04 0.01 0.002
B 1.533 3.254 -0.836 0.23 0.15 -0.18 -0.022
H 1.216 4.298 -3.660 0.01 0.04 0.00 -0.001
H 4.003 6.931 -3.524 -0.01 0.00 -0.02 0.035
H -0.969 -3.598 5.902 -0.02 -0.01 -0.02 0.000
H 3.726 -1.798 0.720 0.02 0.00 0.02 0.000
H -5.442 -1.619 0.201 -0.02 -0.01 0.00 0.003
H -4.303 -3.387 3.324 0.00 0.00 0.00 0.000
H -3.842 -3.577 -0.461 -0.03 0.02 -0.01 0.002
H 2.099 0.304 -2.383 0.03 -0.02 -0.04 0.002
H 0.132 -1.665 2.314 -0.02 -0.01 0.05 -0.012
H -1.926 0.072 -2.526 0.00 0.02 0.00 -0.016
H -5.476 -4.684 3.211 -0.02 -0.02 -0.03 0.000
H -2.397 -3.821 1.362 -0.03 0.00 -0.02 -0.003
H 4.310 6.943 0.320 0.01 -0.01 0.02 0.002
H 4.371 8.130 -2.240 -0.01 -0.01 0.01 -0.001
H -2.823 1.231 -3.506 0.00 0.01 -0.01 0.000
H -1.965 1.440 2.907 0.00 0.00 -0.01 0.002
H -0.731 2.998 -5.029 0.00 0.01 -0.01 0.001
H 2.968 -1.271 -4.035 0.01 -0.05 -0.03 0.016
H -0.293 -1.312 5.942 0.03 -0.02 0.01 0.000
H -0.100 -4.033 -2.733 0.05 -0.04 -0.08 0.000
H -6.458 -2.815 2.037 0.01 0.03 0.00 0.000
H -5.968 -3.951 0.807 -0.04 0.00 0.02 0.000
H -0.793 -2.366 -1.130 -0.02 0.01 0.06 -0.027
H 4.476 2.932 -0.813 0.01 0.01 0.02 -0.001
H -1.375 -1.383 4.561 -0.01 -0.01 0.01 0.001
H -0.953 -5.079 3.996 0.01 0.01 0.01 0.000
H -4.432 -1.432 1.620 0.00 0.00 -0.01 0.002
H 0.587 5.511 0.695 0.00 0.01 0.01 -0.001
H -1.672 0.158 -4.285 -0.02 0.01 -0.01 0.000
H 5.323 0.626 0.338 0.01 0.00 0.00 0.000
H 3.129 -1.017 2.178 0.01 0.00 0.00 0.000
H -0.428 -4.506 1.747 -0.03 -0.03 0.04 0.000
H -2.865 2.950 2.841 0.01 0.00 0.01 0.000
H -4.071 -4.736 2.183 0.01 0.00 -0.01 0.000
H 1.394 -5.447 -3.546 0.02 0.02 0.03 -0.004
H -1.496 4.972 2.331 -0.01 0.01 0.01 0.000
H 2.050 -5.774 -5.095 0.02 0.05 -0.04 0.006
H 0.892 -3.857 2.691 -0.01 0.01 0.03 0.000
H 2.721 7.922 -2.879 0.00 0.01 -0.02 0.051
H 3.078 4.649 1.156 0.01 0.01 0.02 -0.004
H -3.042 1.788 1.540 0.00 0.01 0.00 0.000
H 0.389 -1.346 4.337 0.01 -0.01 -0.01 -0.001
H 0.626 -3.621 5.202 -0.01 0.00 0.05 0.000
H 1.988 -1.504 0.913 0.00 -0.01 -0.02 0.005
H -2.009 -3.728 3.660 -0.01 0.01 0.01 0.000
H -3.306 -1.915 -0.696 -0.05 0.03 0.02 -0.010
```
Positions in Å, forces in eV/Å.

This record from the Open Molecules 2025 dataset describes C2H8N2O as an isolated structure. The level of theory is wB97M-V/def2-TZVPD.

Strongest force on any atom: 0.01904 hartree/bohr
LUMO: 0.0145 hartree
Energy relative to the best compared isomer or geometry (same formula, charge and spin): 607.7 kJ/mol
E: -265.55169 Eh

```
13
Properties=species:S:1:pos:R:3:forces:R:3:nbo_charge:R:1
O 2.075 0.027 -0.637 -0.17 -0.06 0.23 -1.060
N -1.195 1.139 0.375 0.67 -0.52 -0.49 -0.707
N -0.128 0.123 -0.672 -0.71 0.44 0.46 -0.101
C 0.459 0.904 0.293 -0.01 -0.05 0.00 0.049
C -0.391 -1.275 -0.337 -0.03 0.06 0.11 -0.458
H 0.880 1.850 -0.003 -0.02 -0.04 -0.02 0.232
H 2.379 -0.770 -0.180 0.04 0.12 -0.07 0.420
H -1.786 0.588 0.983 0.10 -0.01 -0.09 0.384
H -0.191 -1.524 0.712 0.01 0.07 -0.06 0.179
H 0.738 0.520 1.268 -0.01 -0.04 -0.09 0.195
H -1.426 -1.508 -0.591 0.06 0.04 -0.01 0.209
H 0.260 -1.866 -0.977 0.01 0.07 0.01 0.259
H -1.672 1.791 -0.232 0.07 -0.08 0.02 0.397
```
Positions in Å, forces in eV/Å.